1.
C43H83BrN6NbS | ωB97M-V/def2-TZVPD

Last column: Mulliken charge in e.
CARTESIAN COORDINATES (ANGSTROEM)
1 C 4.61344 -4.42823 2.58540  -0.668
2 C 4.04277 -4.54123 4.02526  -0.787
3 C 2.59621 -4.03241 4.17040  0.693
4 C 1.51464 -4.96429 3.58913  -1.122
5 C 1.35389 -4.94307 2.05207  -0.811
6 C 1.27100 -3.51861 1.43105  2.204
7 C 0.33759 -3.53966 0.19070  -1.635
8 C -0.66562 -2.34714 0.10660  0.640
9 C -1.46589 -2.09543 1.39806  -1.042
10 C -1.79152 -0.58335 1.65800  -0.867
11 Nb 0.01145 0.71233 2.11770  -1.051
12 Br 2.27343 2.01471 2.45541  -0.369
13 C -0.00660 1.45901 -0.05188  0.402
14 C -0.60808 2.87683 -0.24590  -0.237
15 C 0.28810 4.01265 0.28800  -1.215
16 C 0.06052 -0.26260 4.16874  -0.865
17 C 0.99790 0.41348 5.21882  -0.832
18 C 2.38808 -0.32037 5.12756  0.515
19 C 3.50308 0.66230 5.50838  -0.954
20 C 4.94897 0.19726 5.18835  -1.310
21 C 5.15562 -0.40702 3.78101  0.467
22 C 5.62373 0.62047 2.69998  -0.433
23 C 6.86917 0.05594 1.97105  -0.863
24 C 6.50373 -1.02833 0.93734  -0.570
25 N -1.23705 2.31725 2.84024  -0.592
26 C -2.39312 2.15226 2.66114  0.485
27 S -3.82055 2.26438 1.91109  -0.354
28 H 4.31128 -5.30602 2.00836  0.317
29 H 4.19150 -3.53093 2.12635  -0.150
30 H 5.70260 -4.35403 2.63579  0.397
31 H 4.18390 -5.55482 4.41869  0.398
32 H 4.66574 -3.87854 4.64383  0.352
33 H 2.53829 -3.01178 3.78314  -0.658
34 H 2.40506 -3.97790 5.25193  0.367
35 H 0.55825 -4.77106 4.08723  0.366
36 H 1.79795 -5.99513 3.85851  0.382
37 H 2.18041 -5.47580 1.57035  0.169
38 H 0.43250 -5.49352 1.82756  0.533
39 H 2.27989 -3.24963 1.09944  0.051
40 H 0.98983 -2.75722 2.15983  -1.583
41 H 0.97827 -3.47104 -0.69940  0.373
42 H -0.23955 -4.46618 0.09696  0.375
43 H -0.09246 -1.47928 -0.23142  0.026
44 H -1.39183 -2.63093 -0.67450  -0.042
45 H -2.45344 -2.56466 1.24769  0.381
46 H -1.03901 -2.56367 2.28967  0.410
47 H -2.32628 -0.18279 0.78480  0.428
48 H -2.50711 -0.60827 2.49392  0.659
49 H 1.01490 -0.68139 1.50908  0.661
50 H 1.04692 1.44444 -0.36842  0.507
51 H -0.54206 0.76374 -0.71880  -0.747
52 H -1.64379 2.97264 0.09645  0.124
53 H -0.64565 3.05000 -1.33709  0.436
54 H 0.36574 4.00026 1.37811  0.171
55 H 1.29072 3.85213 -0.12142  0.286
56 H -0.10370 4.99824 0.00934  0.380
57 H 0.37879 -1.30961 4.03160  0.143
58 H -0.95555 -0.29989 4.59362  0.601
59 H 1.10257 1.49474 5.11268  0.432
60 H 0.58916 0.18460 6.21519  0.371
61 H 2.34203 -1.13177 5.86124  0.273
62 H 2.43627 -0.68403 4.10075  -0.353
63 H 3.44628 0.77854 6.60379  0.362
64 H 3.35808 1.66895 5.11152  0.384
65 H 5.33420 -0.46603 5.97274  0.398
66 H 5.58436 1.09482 5.23554  0.391
67 H 5.95003 -1.16311 3.87369  0.432
68 H 4.29008 -0.94033 3.38003  -0.286
69 H 4.85017 0.64961 1.92615  -0.079
70 H 5.81497 1.61815 3.10034  0.484
71 H 7.43295 0.83525 1.44267  0.370
72 H 7.56568 -0.41208 2.68070  0.345
73 H 7.40502 -1.20796 0.32967  0.399
74 H 5.72200 -0.71230 0.23865  0.067
75 H 6.26378 -1.99319 1.39034  0.005
76 C -7.27702 4.79804 2.08096  -1.269
77 C -6.54536 4.83259 0.74436  -0.196
78 C -7.48198 5.09467 -0.43984  -0.141
79 C -8.49706 4.03197 -0.53969  0.188
80 N -9.28406 3.20664 -0.61725  -0.459
81 H -8.00455 3.98531 2.11926  0.357
82 H -6.56924 4.63935 2.89478  0.330
83 H -7.80303 5.73875 2.26598  0.350
84 H -6.02411 3.88501 0.60168  0.102
85 H -5.78482 5.61444 0.77333  0.276
86 H -6.91152 5.12474 -1.36926  0.146
87 H -7.98791 6.05500 -0.32091  0.268
88 C -6.71690 8.77161 -3.09103  -1.024
89 C -5.65655 9.41565 -2.20438  -0.409
90 C -4.25340 8.85055 -2.44597  -0.389
91 C -4.22428 7.40742 -2.15946  0.194
92 N -4.20155 6.28792 -1.93231  -0.364
93 H -6.81020 7.70286 -2.89155  0.236
94 H -7.69243 9.22312 -2.90695  0.317
95 H -6.47723 8.90306 -4.14834  0.327
96 H -5.93318 9.27512 -1.15725  0.274
97 H -5.64037 10.49166 -2.39003  0.304
98 H -3.52896 9.34875 -1.80141  0.273
99 H -3.94924 9.00937 -3.48157  0.283
100 C -4.43895 -0.94789 -4.04023  -1.310
101 C -3.36753 -0.33111 -3.14728  -0.226
102 C -1.97554 -0.92125 -3.39100  0.119
103 C -1.97258 -2.36576 -3.11399  0.263
104 N -1.97104 -3.48763 -2.89449  -0.581
105 H -4.55380 -2.01647 -3.84814  0.313
106 H -5.40547 -0.47846 -3.85381  0.380
107 H -4.19500 -0.81334 -5.09705  0.310
108 H -3.64770 -0.47327 -2.10158  0.151
109 H -3.32922 0.74505 -3.32459  0.427
110 H -1.24408 -0.44009 -2.73849  -0.135
111 H -1.66587 -0.76159 -4.42551  0.398
112 C 6.55110 0.07916 -3.23382  -1.144
113 C 5.51936 -1.02518 -3.43470  -0.434
114 C 4.08090 -0.49959 -3.46027  -0.372
115 C 3.75526 0.15982 -2.18599  0.147
116 N 3.50247 0.66205 -1.19144  -0.338
117 H 6.42037 0.57810 -2.27214  0.299
118 H 7.56016 -0.33503 -3.25092  0.323
119 H 6.47991 0.83107 -4.02322  0.358
120 H 5.62637 -1.76255 -2.63603  0.276
121 H 5.72407 -1.53995 -4.37627  0.333
122 H 3.38130 -1.32100 -3.61814  0.253
123 H 3.94825 0.21753 -4.27194  0.299
124 C -2.09129 -6.91664 -7.77021  -1.156
125 C -1.59194 -6.55450 -6.37532  -0.576
126 C -1.88550 -5.10055 -5.99319  -0.085
127 C -1.22237 -4.18098 -6.93261  0.260
128 N -0.70760 -3.47189 -7.66689  -0.497
129 H -1.59474 -6.32310 -8.53965  0.350
130 H -1.88787 -7.96623 -7.98738  0.333
131 H -3.16838 -6.75613 -7.85507  0.294
132 H -0.51658 -6.73750 -6.32325  0.309
133 H -2.06534 -7.21250 -5.64427  0.343
134 H -1.52442 -4.89384 -4.98549  0.091
135 H -2.95920 -4.90846 -6.01097  0.314

Output
Lowest unoccupied orbital energy in eV: 1.9
HOMO level in eV: -4.6
E_tot in eV: -137304.62926
Max |F| in eV/Å: 2.5
Charge: -1
Gap between HOMO and LUMO in eV: 6.50
Energy relative to the best compared isomer or geometry (same formula, charge and spin) in kcal/mol: 0.0

2.
C17H21BN6Sr | ωB97M-V/def2-TZVPD

Last column: Mulliken charge in e.
CARTESIAN COORDINATES (ANGSTROEM)
1 C 3.32267 0.29936 -0.21944  -0.079
2 N 2.03354 0.41670 -0.63924  -0.638
3 N 1.97024 0.11209 -1.98995  0.394
4 C 3.22730 -0.07884 -2.42934  -0.102
5 C 4.10318 0.02593 -1.34612  -1.209
6 B 0.60679 0.16985 -2.84252  -0.262
7 N -0.46631 -1.00086 -2.57380  0.522
8 N -1.23906 -1.07705 -1.42393  -0.740
9 C -2.06026 -2.16024 -1.51446  -0.182
10 C -1.88355 -2.70829 -2.78664  -1.113
11 C -0.88914 -1.95839 -3.41896  -0.076
12 Sr -0.07646 -0.06278 0.48598  2.109
13 N -0.09812 1.54963 -2.53024  -0.101
14 N -0.51526 1.77155 -1.22790  0.078
15 C -1.08496 2.99266 -1.16920  -0.308
16 C -1.03600 3.55784 -2.44566  -1.150
17 C -0.40947 2.62312 -3.27593  -0.141
18 H -1.47098 3.32908 -0.20384  0.394
19 H -0.16140 2.62897 -4.31769  0.486
20 H -1.40685 4.50585 -2.70448  0.452
21 H 0.90766 0.11576 -3.99197  -0.087
22 H -0.45197 -2.01077 -4.39125  0.481
23 H 3.38072 -0.26028 -3.46908  0.489
24 H -2.41901 -3.52254 -3.17305  0.439
25 H 5.14800 -0.06672 -1.35063  0.441
26 H -2.70453 -2.39934 -0.65728  0.455
27 H 3.54236 0.45476 0.84539  0.374
28 H -1.79220 -0.67514 1.78139  0.120
29 C -1.97002 -1.45802 2.52380  -1.030
30 H -2.81817 -2.06296 2.19544  0.346
31 H -1.08684 -2.08868 2.65116  0.416
32 H -2.20943 -0.98091 3.47360  0.304
33 C 0.96204 1.00629 2.57243  -1.613
34 C 0.40943 0.56405 3.84438  1.363
35 C 1.13949 -0.34527 4.65899  -0.277
36 C 0.71463 -0.65738 5.96108  -0.731
37 C -0.46927 -0.10004 6.47425  -0.195
38 C -1.22207 0.77988 5.67632  -0.575
39 C -0.79576 1.09781 4.37336  -0.302
40 H 0.68705 2.00665 2.23151  0.540
41 H 2.04641 0.99742 2.54521  0.489
42 H 2.06760 -0.77772 4.27928  0.467
43 H 1.30362 -1.33773 6.57866  0.427
44 H -0.80001 -0.34598 7.48082  0.468
45 H -2.13934 1.21647 6.07201  0.432
46 H -1.38817 1.78723 3.76717  0.424

Output
Lowest unoccupied orbital energy in eV: -11.0
HOMO level in eV: -13.8
E_tot in eV: -28406.61262
Max |F| in eV/Å: 6.6
Charge: +2
Gap between HOMO and LUMO in eV: 2.81

3.
C26H36BF2NO4P2Rh | ωB97M-V/def2-TZVPD

Last column: Mulliken charge in e.
CARTESIAN COORDINATES (ANGSTROEM)
1 Rh 0.22801 -0.03085 0.88667  -1.379
2 C -3.29279 -3.43659 2.13505  -1.677
3 C -2.42757 -2.18963 2.34131  0.793
4 C -3.35146 -0.96874 2.34493  -1.201
5 P -1.02707 -1.98063 1.13785  1.277
6 C -0.13302 -3.56555 1.31135  1.076
7 C 0.79611 -3.45806 2.54023  -1.616
8 C 0.64270 -4.03041 0.05733  -1.873
9 C -1.83492 -1.93150 -0.48698  -0.624
10 C -2.43704 -3.06456 -1.04123  -0.373
11 C -2.95051 -3.07722 -2.32345  -1.039
12 C -2.80145 -1.91483 -3.08465  -0.863
13 C -2.20712 -0.78498 -2.57087  -0.707
14 C -1.74194 -0.72913 -1.23254  0.583
15 N -1.12470 0.35968 -0.66644  1.088
16 C -1.09195 1.62028 -1.24153  -0.517
17 C -2.19724 2.19326 -1.90660  -0.621
18 C -2.08518 3.37149 -2.61291  -0.664
19 C -0.86475 4.04593 -2.68895  -1.066
20 C 0.19440 3.55036 -1.95074  -0.055
21 C 0.08264 2.40052 -1.16339  -0.196
22 P 1.39550 1.82301 -0.02706  1.988
23 C 1.92389 3.24300 1.06695  1.091
24 C 1.92609 4.66031 0.48596  -1.709
25 C 1.16845 3.26395 2.39336  -1.847
26 C 2.86154 1.44566 -1.07811  1.162
27 C 2.46023 1.02679 -2.49833  -1.763
28 C 3.96414 2.50177 -1.11724  -1.562
29 H -3.98719 -3.52016 2.97563  0.471
30 H -2.73522 -4.37163 2.08554  0.376
31 H -3.88992 -3.34814 1.22662  0.370
32 H -1.93809 -2.26332 3.31817  0.498
33 H -3.80582 -0.83619 1.35789  0.218
34 H -2.85671 -0.03689 2.59926  0.111
35 H -4.15524 -1.11946 3.07264  0.513
36 H -0.90310 -4.29410 1.55018  0.537
37 H 1.62242 -2.77623 2.34220  0.252
38 H 1.20405 -4.44328 2.78497  0.443
39 H 0.27639 -3.08246 3.43007  0.338
40 H 0.53146 -3.37063 -0.79872  0.322
41 H 0.30299 -5.02182 -0.25672  0.203
42 H 1.71072 -4.09454 0.27462  0.594
43 H -2.46142 -3.98307 -0.46305  0.447
44 H -3.41202 -3.96598 -2.73311  0.418
45 H -3.12901 -1.90436 -4.11892  0.366
46 H -2.05505 0.06781 -3.21806  0.513
47 H -3.14114 1.66318 -1.87468  0.661
48 H -2.95746 3.77051 -3.12150  0.375
49 H -0.75284 4.94352 -3.28383  0.437
50 H 1.14031 4.07984 -1.97983  0.431
51 H 2.95452 2.96666 1.29814  0.385
52 H 0.92259 4.97497 0.19612  0.373
53 H 2.58326 4.78522 -0.37440  0.214
54 H 2.27061 5.34758 1.26426  0.488
55 H 0.11548 3.52092 2.25430  0.342
56 H 1.61485 4.01577 3.05011  0.593
57 H 1.22963 2.30601 2.90608  0.290
58 H 3.27777 0.55960 -0.59409  -0.439
59 H 2.17428 1.89657 -3.09839  0.432
60 H 1.63136 0.32406 -2.51605  0.178
61 H 3.31741 0.54611 -2.97611  0.429
62 H 3.66598 3.38084 -1.69546  0.252
63 H 4.82590 2.05849 -1.62050  0.441
64 H 4.30019 2.83416 -0.13760  0.365
65 O 4.52637 -1.30395 0.63850  -0.726
66 C 3.31358 -1.29774 0.69215  0.396
67 O 2.43846 -0.99137 1.53395  -0.649
68 C 2.44067 -1.84171 -0.82428  0.435
69 O 3.06520 -2.56720 -1.56503  -0.718
70 O 1.26692 -1.35890 -0.83043  -0.481
71 F -0.35959 0.67372 3.67337  -0.127
72 B -0.64737 0.90605 2.38140  0.095
73 F -1.61119 1.82824 2.16465  -0.168

Output
Lowest unoccupied orbital energy in eV: 2.5
HOMO level in eV: -3.4
E_tot in eV: -64930.46051
Max |F| in eV/Å: 5.1
Charge: -1
Gap between HOMO and LUMO in eV: 5.85
Energy relative to the best compared isomer or geometry (same formula, charge and spin) in kcal/mol: 7.9